Here is a molecular structure, C60H80Ge2N2O4PPbSi in a non-equilibrium geometry from OMol25. Energies are from the ωB97M-V functional and the def2-TZVPD basis.

Results
expectation value of S²: 0.75
LUMO level (spin up / spin down): 0.1470 / 0.1401 Ha
energy relative to the best compared isomer or geometry (same formula, charge and spin): 0.426 eV
multiplicity: 2
Kohn-Sham gap (spin up / spin down): 5.60 / 5.41 eV
F_max: 1.28 eV/A
charge: -2
total energy: -7722.33634 hartree

Each line ends with the Löwdin spin population.
Atoms and positions in Å:
Pb  -0.2066  -0.1125  -0.5034  0.00
C  -1.5418  -3.9216  0.7998  0.00
C  -2.4716  -2.9370  1.5149  0.00
C  -3.0684  -3.6485  2.7299  0.00
P  -1.4963  -1.3435  1.7389  0.00
C  -2.5625  -0.1216  2.6989  0.00
C  -3.6223  -0.5932  3.6901  0.00
C  -1.6192  0.8819  3.3626  0.01
C  -0.1235  -1.8150  2.8359  0.00
C  -0.3702  -2.2758  4.1311  0.00
C  0.6221  -2.7360  4.9778  0.00
C  0.3063  -3.3077  6.3371  0.00
C  1.9371  -2.6688  4.5068  0.00
C  2.2283  -2.1951  3.2515  0.00
C  1.2190  -1.7655  2.3303  0.00
N  1.5355  -1.2860  1.1061  0.00
C  2.8026  -1.6109  0.5912  0.00
C  3.7658  -0.6434  0.2326  0.00
C  3.4345  0.8100  0.1588  0.03
C  5.0541  -1.0537  -0.1001  0.00
C  5.4208  -2.3870  -0.1701  0.00
C  6.8212  -2.8068  -0.5359  0.00
C  4.4298  -3.3344  0.0421  0.00
C  3.1414  -2.9715  0.4025  0.00
C  2.0886  -4.0322  0.5639  0.00
H  -2.0725  -4.8535  0.5846  0.00
H  -0.6874  -4.1551  1.4397  0.00
H  -1.1847  -3.5100  -0.1391  0.00
H  -3.2797  -2.6463  0.8350  0.00
H  -2.2892  -3.9228  3.4421  0.00
H  -3.5454  -4.5715  2.3863  0.00
H  -3.8252  -3.0591  3.2393  0.00
H  -3.0965  0.3959  1.8974  0.00
H  -3.1966  -1.1721  4.5116  0.00
H  -4.3976  -1.1750  3.1942  0.00
H  -4.1123  0.2861  4.1191  0.00
H  -1.0034  0.3996  4.1238  0.00
H  -2.1914  1.6826  3.8403  0.00
H  -0.9533  1.3343  2.6259  0.01
H  -1.3904  -2.2759  4.4979  0.00
H  -0.7436  -3.1489  6.5884  0.00
H  0.9192  -2.8467  7.1166  0.00
H  0.4971  -4.3852  6.3627  0.00
H  2.7482  -2.9888  5.1563  0.00
H  3.2612  -2.1330  2.9324  0.00
H  3.0594  1.2000  1.1064  0.02
H  2.6476  0.9526  -0.5864  0.00
H  4.3072  1.3927  -0.1425  0.00
H  5.7948  -0.2914  -0.3273  0.00
H  7.5354  -2.0085  -0.3278  0.00
H  6.8889  -3.0472  -1.6014  0.00
H  7.1185  -3.6955  0.0244  0.00
H  4.6640  -4.3877  -0.0920  0.00
H  2.3810  -4.9448  0.0412  0.00
H  1.1456  -3.6746  0.1507  0.00
H  1.9187  -4.2774  1.6165  0.00
C  -3.4028  2.3181  -2.6487  0.00
Ge  -2.7901  1.7189  -0.8102  0.00
C  -2.8801  3.5423  0.1239  0.00
C  -2.8159  3.6659  1.5148  0.00
C  -2.6829  4.8961  2.1428  0.00
C  -2.5724  6.0554  1.3859  0.00
C  -2.5985  5.9599  0.0014  0.00
C  -2.7535  4.7221  -0.6110  0.00
C  -4.5006  0.6207  -0.3731  0.00
C  -4.5526  -0.5305  -1.1341  0.00
C  -5.4113  -1.6062  -0.8474  0.00
C  -6.2372  -1.5612  0.2420  0.00
C  -6.2858  -0.3927  1.0322  0.00
C  -7.1611  -0.2907  2.1411  0.00
C  -7.2319  0.8518  2.8871  0.00
C  -6.4508  1.9687  2.5281  0.00
C  -5.5968  1.8975  1.4615  0.00
C  -5.4424  0.7124  0.7018  0.00
H  -4.2076  3.0552  -2.5861  0.00
H  -3.7640  1.4471  -3.1944  0.00
H  -2.5793  2.7384  -3.2333  0.00
H  -2.8734  2.7719  2.1263  0.00
H  -2.6563  4.9542  3.2266  0.00
H  -2.4555  7.0187  1.8696  0.00
H  -2.4936  6.8567  -0.6010  0.00
H  -2.7668  4.6744  -1.6954  0.00
H  -3.8892  -0.6281  -1.9825  0.00
H  -5.3913  -2.4863  -1.4806  0.00
H  -6.8619  -2.4079  0.5083  0.00
H  -7.7830  -1.1464  2.3859  0.00
H  -7.8954  0.9111  3.7424  0.00
H  -6.5308  2.8866  3.0993  0.00
H  -5.0253  2.7621  1.1637  0.00
O  -1.4637  -0.3443  -2.9962  0.00
N  -1.7086  -1.5316  -2.8188  0.00
O  -1.3190  -1.9975  -1.7100  0.00
C  1.1663  2.7477  5.7320  0.02
Ge  1.8752  3.2777  3.9516  0.09
C  3.8395  3.4486  4.2055  0.02
C  1.1967  5.0896  3.5311  0.00
C  1.4402  2.0095  2.6001  0.71
H  1.6094  3.3411  6.5327  0.00
H  1.3814  1.6945  5.9208  0.00
H  0.0831  2.8755  5.7609  0.00
H  4.0844  4.1363  5.0164  0.00
H  4.3129  3.8105  3.2915  0.00
H  4.2664  2.4714  4.4368  0.00
H  1.2429  5.7380  4.4069  0.00
H  0.1615  5.0352  3.1899  0.00
H  1.7887  5.5439  2.7353  0.00
H  1.3472  0.9605  2.8610  0.03
H  0.8461  2.3134  1.7434  0.04
C  1.2511  3.8156  -0.9957  0.00
O  0.0990  3.0015  -0.8586  0.00
H  0.9947  4.8066  -1.3894  0.00
H  1.9977  3.3555  -1.6511  0.00
H  1.6802  3.9355  -0.0008  0.00
H  -0.2556  2.8057  -1.7331  0.00
C  4.1680  -0.9335  -5.6460  0.00
C  3.7747  -0.7789  -4.1736  0.00
C  4.1900  -2.0515  -3.4289  0.00
C  4.5392  0.4043  -3.5749  0.00
Si  1.8832  -0.5182  -3.8701  0.00
O  1.5750  -0.1940  -2.3666  0.00
C  1.2498  0.8968  -4.9983  0.00
C  0.4083  1.8142  -4.3662  0.00
C  -0.1020  2.9249  -5.0202  0.00
C  0.2131  3.1409  -6.3551  0.00
C  1.0191  2.2277  -7.0196  0.00
C  1.5306  1.1239  -6.3464  0.00
C  1.1111  -2.1272  -4.5438  0.00
C  1.0486  -3.2272  -3.6851  0.00
C  0.4874  -4.4306  -4.0829  0.00
C  -0.0075  -4.5703  -5.3720  0.00
C  0.0513  -3.4945  -6.2470  0.00
C  0.5976  -2.2876  -5.8299  0.00
H  5.2144  -1.2578  -5.7287  0.00
H  4.0773  0.0156  -6.1786  0.00
H  3.5428  -1.6796  -6.1465  0.00
H  5.2796  -2.1887  -3.4712  0.00
H  3.7179  -2.9336  -3.8670  0.00
H  3.8951  -1.9911  -2.3789  0.00
H  5.6249  0.2660  -3.6777  0.00
H  4.3014  0.4964  -2.5144  0.00
H  4.2638  1.3404  -4.0723  0.00
H  0.1579  1.6086  -3.3319  0.00
H  -0.7464  3.6236  -4.4966  0.00
H  -0.1687  4.0117  -6.8760  0.00
H  1.2555  2.3779  -8.0680  0.00
H  2.1512  0.4279  -6.8980  0.00
H  1.4234  -3.1181  -2.6728  0.00
H  0.4179  -5.2569  -3.3843  0.00
H  -0.4462  -5.5084  -5.6938  0.00
H  -0.3329  -3.5972  -7.2565  0.00
H  0.6135  -1.4493  -6.5186  0.00